# 1
This record from the Open Molecules 2025 dataset describes a molecular structure, C38H41Br51N2O4S. The level of theory is wB97M-V/def2-TZVPD.

Structure (XYZ):
```
137
Properties=species:S:1:pos:R:3:forces:R:3
C 6.47165 0.19553 0.94188 0.09 -0.07 -0.53
C 5.65343 -0.12225 -0.32413 -0.23 -0.13 0.81
C 5.52400 -1.64794 -0.41472 0.27 0.53 -0.47
C 4.29513 0.61756 -0.18581 0.19 -0.42 -0.39
C 3.09791 -0.08565 -0.77857 0.78 0.74 0.86
C 2.13969 -0.50786 0.09917 0.16 0.30 0.85
C 1.05957 -1.16591 -0.36886 -1.68 -0.81 1.03
C 0.87561 -1.42690 -1.69773 -0.87 -0.53 -0.26
C 1.81032 -0.97349 -2.57485 -0.61 -0.41 -1.22
C 2.90738 -0.31010 -2.12370 1.49 0.82 -0.95
C 3.95439 0.16634 -3.10503 -0.14 0.35 0.41
C 4.11411 1.70747 -3.19797 -0.23 -0.40 0.37
C 2.88913 2.51616 -2.79117 0.56 0.67 -0.72
O 1.74408 2.13591 -3.52999 -0.28 -0.38 0.27
C -0.33465 -2.20126 -2.11899 0.03 0.07 -0.14
O -0.92020 -2.00302 -3.15833 0.16 -0.28 -0.05
C -0.75525 -3.24733 -1.13359 -0.19 -0.42 -0.01
C -1.33424 -4.56312 -1.57730 -0.05 0.56 -0.13
C -1.06813 -5.70403 -0.59439 0.10 0.09 -0.22
S -2.49753 -6.30189 0.36073 0.60 -0.79 0.30
C -2.77698 -5.13321 1.60470 -0.72 0.84 -0.01
N -3.90713 -4.53817 1.82125 -0.71 -0.85 -1.41
N -3.75575 -3.73836 2.88218 -0.34 1.34 1.47
C -2.53146 -3.83201 3.27756 -1.30 -0.20 -0.59
O -1.89501 -4.71177 2.51697 2.69 -0.96 0.18
C -0.58170 -2.96441 0.14638 0.36 0.32 0.58
C 0.01487 -1.67205 0.56224 -0.26 -0.03 -0.12
O -0.35120 -1.09295 1.56099 0.28 -0.03 0.27
H 6.30891 1.22720 1.24473 0.31 0.16 0.03
H 7.52779 -0.00465 0.76245 0.11 0.18 0.12
H 6.16336 -0.44718 1.76539 -0.16 -0.01 0.07
H 6.20061 0.24606 -1.19175 0.01 0.06 -0.09
H 6.51098 -2.03540 -0.65964 0.03 -0.27 0.27
H 4.86038 -1.97568 -1.21325 -0.19 -0.05 0.09
H 5.19892 -2.03617 0.54715 -0.14 -0.26 -0.03
H 4.11504 0.75294 0.87854 -0.17 -0.02 0.08
H 4.37584 1.61599 -0.60838 0.14 0.13 0.05
H 2.20885 -0.35265 1.16480 0.16 0.16 0.13
H 1.66314 -1.17133 -3.62535 0.06 0.13 -0.21
H 3.75766 -0.23673 -4.09230 -0.04 -0.17 -0.05
H 4.89149 -0.22999 -2.72535 0.28 -0.17 -0.44
H 4.39299 1.95689 -4.22007 0.07 0.11 -0.06
H 4.93041 2.00714 -2.54064 0.17 0.18 -0.13
H 3.11373 3.56070 -3.02732 0.06 0.09 0.21
H 2.72716 2.48471 -1.71422 -0.37 -0.31 0.00
H 1.53775 2.83294 -4.15918 -0.03 -0.02 0.07
H -0.93987 -4.78178 -2.56953 0.07 -0.20 -0.02
H -2.40770 -4.45290 -1.71300 -0.13 0.08 -0.13
H -0.24066 -5.49820 0.07739 0.08 0.06 0.06
H -0.74423 -6.55650 -1.18855 -0.29 -0.28 0.27
H -2.05497 -3.31719 4.08419 0.29 0.02 0.11
H -0.81668 -3.64757 0.94837 -0.18 0.11 -0.03
C 1.89564 6.09768 -5.95299 -0.05 0.18 -0.09
Br 0.54611 6.43782 -4.62070 0.16 -0.18 -0.02
Br 3.24021 7.47703 -5.95931 -0.09 -0.18 0.05
Br 2.69662 4.34340 -5.80075 -0.06 0.23 -0.09
H 1.39834 6.12400 -6.91164 0.02 -0.02 -0.02
C -5.10601 -6.28845 -3.08739 0.00 0.09 0.07
Br -5.03391 -5.33644 -1.42182 -0.56 0.15 -0.37
Br -4.40855 -5.23599 -4.55058 0.02 -0.04 0.06
Br -4.21665 -7.99667 -2.95671 0.10 0.19 0.01
H -6.14627 -6.48427 -3.30345 0.00 -0.04 -0.06
C -7.95570 -9.39145 -1.82758 0.13 -0.07 0.01
Br -8.34744 -7.50995 -1.95901 -0.05 -0.02 -0.02
Br -7.21199 -10.09327 -3.46464 -0.16 0.02 0.08
Br -6.82841 -9.75893 -0.31080 -0.02 0.10 -0.19
H -8.89277 -9.90317 -1.66480 -0.02 0.03 0.00
C -1.83576 3.38095 2.16856 -0.09 -0.04 0.04
Br -0.39727 2.82476 3.31729 0.02 0.05 -0.14
Br -2.79019 4.87921 2.91648 0.04 -0.03 -0.06
Br -1.26447 3.73093 0.36141 0.08 0.00 0.07
H -2.52963 2.55518 2.11514 -0.02 -0.01 0.01
C -3.42530 6.07800 -2.38125 -0.03 -0.02 0.02
Br -5.10000 7.02816 -2.42452 0.10 -0.03 -0.01
Br -3.06400 5.18957 -4.05093 -0.03 0.05 0.09
Br -1.97081 7.22746 -1.84990 -0.04 -0.05 -0.07
H -3.51272 5.31032 -1.62509 0.02 0.01 0.02
C 10.45910 -0.32535 -1.15421 -0.01 0.02 0.03
Br 9.01374 -1.47413 -1.70519 0.13 0.06 -0.02
Br 9.94438 1.53059 -1.21255 0.00 -0.09 0.02
Br 11.13774 -0.82288 0.57795 -0.06 0.03 -0.08
H 11.26242 -0.45785 -1.86382 0.00 0.00 0.00
C -3.16982 -0.41704 6.09112 -0.01 0.13 0.00
Br -2.06149 1.06277 6.64338 -0.08 -0.11 0.00
Br -2.44421 -2.11328 6.64375 0.18 0.30 -0.04
Br -4.98467 -0.20602 6.69970 0.08 -0.07 -0.02
H -3.19250 -0.41336 5.01053 0.01 -0.02 0.00
C -3.39209 3.18930 10.19544 -0.05 -0.05 0.01
Br -2.63302 1.50295 10.73655 -0.03 0.08 -0.05
Br -2.07621 4.32789 9.36457 0.02 -0.08 -0.06
Br -4.92892 2.94889 9.06400 0.09 0.03 0.04
H -3.72810 3.69026 11.09148 0.02 0.02 0.00
C -1.06538 7.84857 10.53413 -0.03 -0.03 -0.04
Br -0.23497 8.92015 11.90253 -0.04 -0.03 0.00
Br -2.98500 7.96128 10.60180 0.07 0.06 0.01
Br -0.38365 8.28821 8.78631 -0.02 0.01 0.08
H -0.80065 6.81897 10.73022 0.00 0.00 0.01
C 6.47801 9.19547 -3.45082 -0.02 0.02 0.11
Br 6.00525 9.43418 -5.30649 0.09 0.06 0.03
Br 7.16276 10.82107 -2.68031 -0.06 -0.08 -0.06
Br 5.00993 8.47923 -2.43269 0.07 0.06 -0.07
H 7.27444 8.46661 -3.42009 0.00 0.00 -0.03
C -4.63809 -5.05851 8.77594 -0.07 -0.04 -0.09
Br -4.74242 -4.78165 6.86633 -0.11 -0.12 0.22
Br -4.05338 -3.48972 9.72820 -0.06 -0.06 -0.06
Br -6.30722 -5.71857 9.47708 0.05 0.03 -0.02
H -3.89796 -5.82668 8.94442 0.00 0.00 0.00
C 1.99913 11.52426 10.24473 0.02 0.00 -0.03
Br 1.67466 13.24717 11.04313 0.03 -0.08 -0.04
Br 2.34300 11.66557 8.35435 0.00 0.00 0.10
Br 3.40573 10.57189 11.15426 -0.07 0.06 -0.05
H 1.09528 10.94276 10.36129 0.01 -0.02 -0.01
C -7.61021 -3.41024 -5.83924 0.10 0.11 0.04
Br -7.84072 -3.74802 -7.72184 -0.09 -0.03 0.04
Br -7.96878 -1.57222 -5.39503 -0.01 -0.10 -0.04
Br -8.65324 -4.62309 -4.76781 0.06 0.00 -0.04
H -6.57074 -3.59783 -5.60809 -0.01 -0.02 0.00
C 6.21247 10.90486 -9.03190 0.02 0.01 -0.05
Br 4.75023 10.10495 -9.99841 0.07 0.04 0.04
Br 7.90791 10.14754 -9.55101 -0.12 0.05 0.04
Br 6.21132 12.82358 -9.19429 0.00 -0.10 0.00
H 6.06390 10.67509 -7.98683 0.03 0.02 0.00
C -6.42117 -11.12120 3.62601 -0.04 0.04 -0.02
Br -7.37887 -12.15241 2.31089 0.02 -0.08 0.19
Br -4.83888 -10.31655 2.87192 -0.08 -0.01 0.00
Br -7.55470 -9.80948 4.46392 0.07 -0.05 -0.06
H -6.09748 -11.80484 4.39675 0.02 0.00 0.00
C -5.16747 -2.23449 -10.16514 0.00 0.01 0.01
Br -5.55073 -0.35186 -10.29812 0.03 -0.09 0.01
Br -4.34043 -2.91098 -11.76874 -0.03 0.04 0.08
Br -4.12103 -2.63718 -8.60084 0.01 0.04 -0.04
H -6.11330 -2.74472 -10.05342 0.00 0.00 0.02
C 3.22798 -6.60854 -1.11686 -0.04 0.04 0.03
Br 1.79480 -7.79360 -1.63008 0.16 0.01 0.01
Br 2.66918 -4.76074 -1.16225 0.00 -0.05 0.02
Br 3.96866 -7.08930 0.59415 -0.07 0.05 -0.09
H 4.01345 -6.72359 -1.84927 -0.01 0.00 -0.01
```
Positions in Å, forces in eV/Å.

As for the orbital gap: 0.311 Eh. For the total energy, the calculation gives -133555.709320 Eh.

Löwdin population analysis, charges in e, atoms 1 to 6: atom 1 (C): -0.07, atom 2 (C): -0.40, atom 3 (C): -0.08, atom 4 (C): -0.10, atom 5 (C): -0.17, atom 6 (C): 0.05

# 2
This record from the Open Molecules 2025 dataset describes a molecular structure, C38H41Cl2N2O2P2PdSi2. The level of theory is wB97M-V/def2-TZVPD.

Structure (XYZ):
```
90
Properties=species:S:1:pos:R:3:forces:R:3
Pd -0.24527 0.19461 1.08710 -0.26 -0.86 -0.74
C 2.51744 -2.56512 -0.39618 -0.02 0.09 0.05
Si 3.09565 -0.77630 -0.32374 -0.08 0.04 -0.20
C 4.31015 -0.68068 1.11846 -0.03 -0.04 -0.11
C 4.09392 -0.43902 -1.89526 0.01 -0.04 0.10
N 1.74401 0.26070 -0.25378 0.52 -0.01 0.28
P 1.52302 1.82461 -0.15145 0.10 0.16 0.03
C -0.07154 2.12730 0.34076 -0.08 -0.13 0.26
P -1.64517 1.94716 -0.21758 -0.05 0.06 -0.01
N -1.91787 0.37403 -0.38259 -0.30 0.25 0.18
Si -3.29603 -0.59929 -0.02234 0.05 -0.04 -0.09
C -3.59710 -0.85879 1.81596 -0.03 0.03 -0.10
C -3.04729 -2.26433 -0.85716 -0.02 0.13 0.00
C -4.87944 0.14803 -0.74113 0.01 -0.05 0.02
C -2.05024 2.92365 -1.69440 0.00 -0.09 -0.02
C -2.44509 2.29195 -2.86534 0.02 -0.01 -0.03
C -2.65556 3.03396 -4.02141 -0.01 -0.07 0.01
C -2.46277 4.40625 -4.00635 0.00 0.07 -0.03
C -2.06679 5.04271 -2.83460 -0.01 0.00 -0.01
C -1.86560 4.30413 -1.68076 0.02 0.02 -0.01
C -2.77384 2.66335 1.02256 -0.05 0.05 0.02
C -4.02297 3.17171 0.67652 -0.01 -0.03 0.01
C -4.90181 3.61336 1.65642 -0.01 0.00 0.01
C -4.53970 3.54334 2.99406 -0.05 0.02 -0.02
C -3.29369 3.04324 3.34646 0.08 -0.03 0.02
C -2.41072 2.61560 2.36688 0.03 0.01 0.05
C 2.09761 2.69278 -1.65738 0.00 -0.10 -0.02
C 1.23861 2.78666 -2.74642 -0.08 0.00 -0.05
C 1.66682 3.32110 -3.95393 -0.02 -0.01 0.02
C 2.97606 3.75420 -4.09388 0.01 0.01 0.00
C 3.85453 3.63686 -3.02442 0.00 0.02 -0.07
C 3.41834 3.10779 -1.82089 0.10 -0.05 0.05
C 2.50114 2.58839 1.19504 0.03 0.17 -0.08
C 2.60699 1.88923 2.39195 0.04 -0.12 0.13
C 3.18956 2.47118 3.50820 -0.01 -0.03 -0.02
C 3.68114 3.76667 3.44280 0.01 0.03 -0.01
C 3.56459 4.48268 2.25889 0.00 -0.02 0.04
C 2.96775 3.90087 1.14984 -0.01 0.05 0.04
H 3.28532 -3.21356 -0.82392 0.04 0.01 -0.03
H 1.60876 -2.64964 -0.99322 -0.02 -0.01 -0.03
H 2.29362 -2.93908 0.60468 -0.03 0.00 0.03
H 5.12009 -1.39132 0.92499 0.03 -0.01 0.03
H 3.84344 -0.96106 2.06471 -0.04 -0.01 0.02
H 4.75257 0.30835 1.24481 0.00 0.05 -0.02
H 4.80452 -1.24879 -2.08058 0.03 -0.02 -0.01
H 4.66178 0.49087 -1.82556 0.00 0.04 0.02
H 3.43623 -0.35628 -2.76253 -0.04 -0.01 -0.02
H -2.72060 -1.25980 2.32763 0.03 -0.02 -0.03
H -4.42823 -1.55822 1.94865 -0.01 -0.02 0.04
H -3.86565 0.07862 2.30971 0.00 0.02 -0.03
H -2.06503 -2.65055 -0.59294 0.05 -0.06 0.01
H -3.08860 -2.15731 -1.94393 0.01 0.03 -0.02
H -3.80815 -2.99110 -0.56344 -0.03 0.00 0.04
H -5.33125 0.87071 -0.06070 0.00 0.02 0.03
H -5.61153 -0.64258 -0.92447 -0.04 -0.03 0.01
H -4.69768 0.65342 -1.69190 0.03 0.00 -0.04
H -2.55926 1.21420 -2.86616 0.00 -0.02 0.01
H -2.96136 2.53534 -4.93279 0.00 0.01 -0.01
H -2.61700 4.98356 -4.90990 0.00 0.01 0.01
H -1.91236 6.11432 -2.82251 0.00 0.01 -0.02
H -1.55004 4.79274 -0.76559 0.00 -0.01 0.00
H -4.32203 3.21766 -0.36442 0.02 0.01 0.00
H -5.86926 4.00829 1.37077 -0.01 0.00 0.02
H -5.22545 3.88222 3.76088 -0.01 0.00 0.00
H -3.00145 2.98459 4.38742 -0.01 0.01 0.01
H -1.42754 2.24205 2.63593 -0.03 0.01 -0.01
H 0.22393 2.42473 -2.66124 -0.02 0.00 0.04
H 0.97011 3.38936 -4.78042 0.02 0.01 -0.01
H 3.31507 4.17250 -5.03361 0.01 0.00 -0.01
H 4.88476 3.95401 -3.12851 0.01 0.00 -0.01
H 4.12319 3.01211 -1.00396 -0.03 -0.03 0.00
H 2.20243 0.88627 2.47365 0.00 0.01 -0.04
H 3.24286 1.90695 4.43083 0.01 0.01 0.02
H 4.13761 4.22096 4.31395 0.00 0.01 -0.01
H 3.92558 5.50227 2.19886 0.01 0.01 0.02
H 2.84870 4.49230 0.25070 -0.01 -0.02 0.02
Cl 0.89667 -5.41483 6.26006 0.00 -0.02 0.01
C 0.62768 -3.93862 5.36329 0.00 0.00 -0.03
C 0.69857 -2.70855 6.04236 0.00 -0.01 -0.01
C 0.49676 -1.54518 5.36583 0.01 0.04 -0.04
Cl 0.60072 -0.03271 6.21115 0.01 0.02 0.02
C 0.20525 -1.48134 3.94487 0.03 -0.12 -0.05
O 0.04085 -0.38642 3.36824 0.08 0.27 0.07
C 0.14062 -2.77315 3.30679 0.01 0.00 -0.01
C -0.15960 -2.93242 1.90990 -0.04 0.03 0.01
O -0.43869 -2.07912 1.07196 0.12 0.20 0.30
C 0.35706 -3.96623 4.02873 0.02 0.07 0.03
H 0.91799 -2.68700 7.10117 0.00 0.00 0.01
H -0.13731 -3.98454 1.56627 -0.04 0.01 0.01
H 0.30392 -4.91269 3.50394 0.00 -0.01 -0.01
```
Positions in Å, forces in eV/Å.

Its total charge is -1. As for the orbital gap: 0.255 Eh. For the total energy, the calculation gives -4042.772080 Eh. As for the energy relative to the best compared isomer or geometry (same formula, charge and spin): 22.9 kcal per mole.

Löwdin population analysis, charges in e, atoms 1 to 6: atom 1 (Pd): 0.75, atom 2 (C): -0.18, atom 3 (Si): 0.32, atom 4 (C): -0.19, atom 5 (C): -0.19, atom 6 (N): -0.27